81
Properties=species:S:1:pos:R:3:forces:R:3:lowdin_charge:R:1 method="wB97M-V/def2-TZVPD" e_homo_ev=-13.3 relative_energy_kcal_mol=62.2 orbital_gap_ev=11.38 total_charge=+1
Ca 20.2422 4.8211 16.4447 -1.007 0.404 -0.161 1.503
P 22.9961 4.6300 15.3496 2.939 0.170 -0.993 0.242
F 23.4860 5.3314 13.9792 -0.194 -0.360 0.815 -0.124
F 22.1493 5.9955 15.6692 -0.302 0.039 0.377 -0.219
F 21.6536 4.0278 14.6120 -0.195 0.294 -0.232 -0.220
F 22.3370 3.9677 16.7072 0.813 -0.146 0.330 -0.249
F 23.7728 3.2762 14.9500 -0.330 0.665 0.820 -0.117
F 24.2525 5.2081 16.2521 -1.428 -0.785 -1.155 -0.141
C 18.5982 9.4864 21.1841 0.680 0.159 1.589 -0.018
C 18.7074 9.6382 19.7270 0.240 2.242 0.634 -0.369
C 20.0497 10.2051 19.2616 0.432 2.142 1.790 -0.095
O 20.6378 9.2187 18.4884 0.233 -0.656 -0.908 0.125
C 19.7697 8.2307 18.3692 0.535 -3.539 -3.917 -0.473
O 19.9141 7.2879 17.5461 -0.346 2.910 3.128 0.054
O 18.7053 8.4105 19.1380 -0.848 -2.518 -1.645 0.112
H 17.7390 8.9602 21.6002 -0.282 0.193 -0.505 0.095
H 18.6460 10.4953 21.5939 -0.073 -0.079 0.402 0.104
H 19.4722 8.9332 21.5280 0.158 0.041 0.216 0.096
H 17.9375 10.3373 19.4003 -0.477 -0.598 -0.589 0.162
H 20.7312 10.4202 20.0846 -0.080 -0.096 0.251 0.141
H 19.9352 11.1638 18.7557 0.036 -0.289 -0.569 0.143
C 20.0740 4.6040 12.0863 0.203 1.293 -1.165 -0.008
O 18.9661 3.6662 12.1767 0.637 0.391 1.660 0.039
C 18.6235 3.2449 13.4085 -0.522 -2.285 -0.450 -0.505
O 18.8815 3.6648 14.5093 0.173 0.231 -0.672 0.061
O 17.9022 2.0775 13.2001 0.803 1.530 -1.923 0.003
C 17.4765 1.2743 14.2347 -0.803 -0.021 2.392 -0.072
H 20.5157 5.0126 12.9951 -0.464 -0.762 0.203 0.070
H 19.7685 5.4680 11.4961 -0.777 0.082 0.220 0.097
H 20.8586 4.2471 11.4191 -0.030 -0.957 0.485 0.106
H 16.5706 0.6922 14.0653 0.005 0.243 -1.160 0.101
H 17.1666 1.9184 15.0576 0.427 -0.058 0.493 0.075
H 18.1974 0.5273 14.5669 0.470 0.288 -0.053 0.100
C 21.5649 0.8083 15.5128 0.789 1.172 -1.402 -0.036
O 20.7985 0.4301 16.6046 -2.194 -0.987 1.266 0.030
C 19.9109 1.2700 17.1242 0.693 0.127 1.151 -0.500
O 19.9356 2.4851 16.9718 -0.852 -1.401 0.268 0.013
O 19.1194 0.5461 17.9814 0.094 -0.055 -1.668 0.023
C 18.2688 1.2011 18.8953 0.904 2.451 1.618 -0.045
H 21.7059 -0.0040 14.7998 0.035 -0.426 0.613 0.109
H 22.5162 1.1748 15.8983 0.020 0.110 -0.447 0.103
H 21.0399 1.5622 14.9262 0.234 0.390 0.215 0.086
H 17.9484 0.6387 19.7723 0.304 -1.004 -0.710 0.104
H 17.4097 1.8023 18.5976 -0.120 -0.579 -1.223 0.087
H 18.9009 1.9718 19.3364 0.052 0.301 0.307 0.086
C 23.0913 4.3256 19.9863 0.473 -0.575 -0.448 -0.023
O 21.8566 4.4006 20.7152 -2.488 1.414 -0.805 -0.029
C 20.7061 4.7891 20.0213 1.317 -0.793 0.362 -0.487
O 20.6050 4.7427 18.8076 0.188 0.223 1.569 0.009
O 19.6787 5.1658 20.8051 0.537 0.105 -0.438 -0.014
C 19.7864 5.1538 22.2636 1.225 -0.819 -0.526 0.004
H 23.3728 5.2143 19.4214 -0.425 0.348 0.342 0.103
H 23.0803 3.5269 19.2447 -0.191 -0.177 0.205 0.090
H 23.8361 4.1165 20.7542 -0.078 0.036 -0.176 0.103
H 18.8611 5.5046 22.7204 0.059 -0.106 -0.497 0.099
H 20.6452 5.7434 22.5843 -0.195 0.210 -0.079 0.097
H 20.0283 4.1182 22.5025 -0.351 0.089 0.503 0.098
C 20.9856 8.5554 14.0597 1.414 0.312 0.252 -0.034
O 19.8372 8.1841 13.3464 -2.530 -2.037 0.855 0.017
C 19.0339 7.2472 13.9132 -1.001 -1.924 0.370 -0.441
O 19.2446 6.4415 14.8654 -0.125 3.127 -2.850 -0.028
O 17.8615 7.2177 13.1806 1.429 0.766 1.375 0.000
C 16.7376 6.4529 13.6460 0.055 -1.437 -0.554 -0.017
H 20.8962 8.3650 15.1292 -0.082 0.107 -0.065 0.085
H 21.1294 9.6095 13.8224 0.003 -0.040 0.303 0.105
H 21.8473 8.0125 13.6713 0.003 -0.113 0.100 0.101
H 16.6382 6.2804 14.7176 0.370 0.663 -0.003 0.084
H 16.8116 5.4555 13.2126 0.276 -0.199 0.029 0.088
H 15.8138 6.8180 13.1974 0.339 0.740 0.213 0.103
C 16.3582 5.8741 19.3388 1.173 0.301 0.288 -0.003
O 16.0623 5.2248 18.1118 -0.676 -0.515 -0.621 -0.003
C 16.9384 4.8464 17.1702 -0.387 -0.251 1.520 -0.543
O 18.1415 5.0575 17.1843 -2.142 -0.139 0.026 -0.023
O 16.3056 4.1349 16.2509 0.369 0.026 -0.681 -0.018
C 14.9932 3.4956 16.4155 0.920 -0.191 0.204 0.022
H 16.6005 6.9171 19.1349 0.016 -0.070 0.163 0.092
H 17.1992 5.3864 19.8318 0.226 0.111 -0.158 0.089
H 15.5177 5.7982 20.0286 -0.270 -0.082 -0.573 0.103
H 14.1569 4.1871 16.5177 0.339 0.093 -0.038 0.103
H 15.0637 2.8139 17.2631 -0.184 0.222 0.142 0.097
H 14.9212 2.8740 15.5230 -0.193 0.310 -0.008 0.094

---

65
Properties=species:S:1:pos:R:3:forces:R:3:lowdin_spin:R:1 method="wB97M-V/def2-TZVPD" e_homo_ev="-8.6 / -12.4" spin_multiplicity=8 s2=15.760 orbital_gap_ev="6.23 / 10.08" total_charge=+1
Eu -0.4884 0.4468 -0.3367 -4.164 2.861 -0.200 7.003
C -2.9584 -1.5363 -1.4851 0.101 0.054 0.003 0.001
C -2.2212 -1.0240 -2.7163 -0.109 0.095 0.123 0.001
N -1.7995 0.3901 -2.5932 -0.499 -0.138 -0.396 -0.003
C -2.9191 1.3390 -2.6478 0.037 0.025 0.141 0.001
C -3.5465 1.6625 -1.2992 0.041 -0.039 -0.125 0.003
C -4.8425 2.1519 -1.2555 -0.078 0.055 -0.068 0.000
C -5.4131 2.4212 -0.0236 -0.039 0.011 0.010 0.003
C -4.6928 2.1395 1.1249 -0.052 0.017 0.079 0.000
C -3.4077 1.6354 1.0013 0.026 -0.032 0.092 0.003
C -2.6242 1.2570 2.2506 -0.001 0.029 -0.139 0.001
N -1.5626 0.2775 2.0123 -0.431 -0.120 0.360 -0.005
C -1.9855 -1.1285 2.1500 -0.144 0.097 -0.132 0.001
C -2.8465 -1.5923 0.9810 0.116 0.048 -0.022 0.000
N -2.1019 -1.5295 -0.2878 -0.383 -0.302 0.013 -0.006
N -2.8296 1.4480 -0.1913 -0.615 0.083 0.029 -0.004
H -3.3463 -2.5360 -1.6996 -0.054 -0.021 -0.034 0.000
H -3.8192 -0.8966 -1.2886 -0.055 -0.019 0.054 0.000
H -2.8852 -1.1495 -3.5786 0.010 -0.063 -0.059 0.000
H -1.3248 -1.6194 -2.8862 0.076 -0.021 -0.011 0.000
H -1.2068 0.5769 -3.3913 0.142 0.042 -0.007 0.001
H -3.7150 0.9730 -3.3053 -0.046 0.025 -0.057 0.000
H -2.5566 2.2701 -3.0887 0.022 0.028 0.015 0.000
H -5.3955 2.3111 -2.1738 0.027 -0.013 0.053 0.000
H -6.4205 2.8139 0.0419 0.045 -0.017 -0.004 0.000
H -5.1241 2.2927 2.1073 0.011 -0.027 -0.062 0.000
H -3.3388 0.9035 3.0020 -0.029 0.018 0.048 0.000
H -2.1678 2.1615 2.6575 0.015 0.036 -0.004 0.000
H -0.8170 0.4329 2.6767 0.145 0.042 -0.020 0.001
H -2.5504 -1.2788 3.0766 0.002 -0.056 0.051 0.000
H -1.0825 -1.7364 2.2030 0.083 -0.022 0.026 0.000
H -3.7158 -0.9398 0.8955 -0.067 -0.019 -0.050 0.000
H -3.2197 -2.5999 1.1843 -0.049 -0.023 0.048 0.000
H -1.4929 -2.3401 -0.3386 0.135 -0.022 -0.004 0.001
C 4.3102 2.1319 -1.4042 0.096 -0.056 -0.118 0.000
C 3.0403 1.7749 -0.6544 -0.027 -0.076 -0.111 0.001
C 1.8173 2.2111 -1.4872 0.621 -0.103 0.044 0.002
C 3.0365 2.4102 0.7234 0.034 0.039 0.034 0.001
O 3.1255 0.3158 -0.5133 0.149 0.239 -0.015 0.001
P 1.9245 -0.6553 -0.1849 0.785 -0.555 -0.088 0.003
O 0.9675 -0.7532 -1.3586 2.028 -1.585 -1.155 -0.006
O 1.1192 -0.1151 0.9867 2.232 -0.782 1.533 -0.008
O 2.5803 -2.0502 0.0402 0.053 -0.001 0.111 0.000
C 3.5770 -2.4848 1.0401 -0.018 0.126 -0.047 0.000
C 4.9261 -1.8843 0.6776 0.023 0.014 -0.014 0.000
C 3.5874 -3.9933 0.8953 0.027 -0.102 -0.030 0.000
C 3.1331 -2.0663 2.4308 -0.010 0.028 0.022 0.000
H 4.3542 3.2068 -1.5854 0.021 -0.029 0.024 0.000
H 4.3444 1.6079 -2.3617 -0.004 0.062 0.043 0.000
H 5.1834 1.8384 -0.8197 -0.039 0.003 -0.040 0.000
H 2.0094 3.2042 -1.8908 -0.027 0.026 0.013 0.000
H 0.9142 2.3022 -0.8870 -0.002 0.194 0.095 0.001
H 1.6700 1.5210 -2.3136 -0.095 -0.021 -0.091 0.001
H 3.0387 3.4972 0.6211 0.002 -0.018 0.021 0.000
H 3.9291 2.1147 1.2763 -0.015 0.013 -0.022 0.000
H 2.1643 2.1055 1.2963 -0.063 -0.009 0.043 0.001
H 5.1484 -2.0558 -0.3763 -0.002 -0.015 0.033 0.000
H 5.7034 -2.3590 1.2785 -0.020 0.025 -0.006 0.000
H 4.9484 -0.8107 0.8669 -0.007 -0.058 -0.021 0.000
H 3.7600 -4.2699 -0.1459 0.025 0.005 0.057 0.000
H 2.6351 -4.4194 1.2172 0.044 0.028 -0.038 0.000
H 4.3852 -4.4185 1.5072 -0.064 0.010 -0.013 0.000
H 3.0407 -0.9825 2.5104 0.032 -0.035 0.011 0.000
H 3.8751 -2.4059 3.1557 -0.036 -0.006 -0.012 0.000
H 2.1698 -2.5151 2.6812 0.036 0.026 -0.011 0.000